Here is a molecular structure, C24H29N10Rh from the OMol25 dataset. Energies are from ωB97M-V/def2-TZVPD.

Properties
charge	+2
spin multiplicity	5
gap between HOMO and LUMO (spin up / spin down)	8.7 / 6.2	eV
lowest unoccupied orbital energy (spin up / spin down)	-4.36 / -7.42	eV
expectation value of S²	6.04

Last column: Mulliken charge in e.
Geometry (Å):
Rh -0.7863 0.3408 -0.0436  0.190
C 4.4101 -2.1875 4.1404  -1.531
C 3.6539 -1.4940 3.0452  0.344
C 4.0641 -1.5702 1.7156  -1.135
C 3.3393 -0.9545 0.7224  0.231
C 2.1596 -0.2288 0.9910  0.686
N 1.4416 0.3274 -0.0478  -0.197
C 2.1652 0.8808 -1.0841  0.690
C 3.3505 1.5952 -0.8108  0.228
C 4.0809 2.2099 -1.8010  -1.145
C 3.6698 2.1448 -3.1309  0.358
C 4.4308 2.8387 -4.2220  -1.522
C 2.4951 1.4458 -3.4161  -0.388
C 1.7496 0.8244 -2.4344  -0.381
N 0.6261 0.0510 -2.8570  0.273
C 0.5380 -0.6812 -3.9888  -0.088
C -0.7694 -1.0727 -4.1358  -1.114
C -1.4285 -0.5181 -3.0356  -0.045
N -0.5893 0.1668 -2.2647  -0.373
C 1.7452 -0.1598 2.3408  -0.431
C 2.4858 -0.7827 3.3259  -0.386
N 0.6325 0.6308 2.7609  0.209
C 0.5588 1.3681 3.8912  -0.109
C -0.7448 1.7656 4.0498  -1.119
C -1.4174 1.2109 2.9571  -0.004
N -0.5906 0.5180 2.1807  -0.249
H 5.4508 -2.3477 3.8654  0.393
H 3.9675 -3.1664 4.3407  0.318
H 4.3764 -1.6186 5.0685  0.389
H 4.9531 -2.1332 1.4591  0.435
H 3.6452 -1.0566 -0.3111  0.554
H 3.6566 1.6894 0.2233  0.543
H 4.9744 2.7641 -1.5413  0.431
H 5.4705 2.9982 -3.9431  0.392
H 3.9889 3.8178 -4.4228  0.317
H 4.4002 2.2710 -5.1510  0.392
H 2.1507 1.3956 -4.4426  0.597
H 1.4067 -0.8824 -4.5949  0.503
H -1.1881 -1.6754 -4.9228  0.437
H -2.4699 -0.5832 -2.7641  0.433
H 2.1427 -0.7219 4.3522  0.605
H 1.4349 1.5679 4.4870  0.513
H -1.1544 2.3749 4.8366  0.443
H -2.4613 1.2871 2.6967  0.355
C -5.9069 -2.0450 -0.1846  -1.056
N -4.5505 -2.0502 0.3767  0.033
C -3.9953 -3.3766 0.6261  -1.116
C -3.6790 -1.0192 0.2256  0.479
N -2.3945 -1.1453 0.2074  -0.033
N -4.2868 0.2307 0.1523  -0.089
C -3.7608 1.4867 -0.0892  0.607
N -4.7027 2.4570 -0.0889  -0.419
N -2.5057 1.7043 -0.2874  -0.130
H -6.4681 -2.8491 0.2821  0.359
H -5.8969 -2.2087 -1.2643  0.330
H -6.4570 -1.1306 0.0207  0.340
H -4.7842 -4.0086 1.0241  0.291
H -3.2077 -3.3218 1.3751  0.409
H -3.6068 -3.8432 -0.2849  0.397
H -2.1051 -2.1133 0.2103  -0.009
H -5.2650 0.2233 0.3744  0.166
H -5.6860 2.2701 -0.0062  0.165
H -4.4383 3.4103 -0.2662  0.199
H -2.3181 2.6789 -0.4876  0.038

Forces on the atoms, in the same order (eV/Å):
Rh -0.2 0.1 0.0
C -0.1 0.0 0.0
C 0.0 0.0 0.1
C 0.0 0.0 0.0
C 0.0 0.0 -0.1
C 0.0 0.0 -0.1
N 0.3 0.0 0.0
C 0.0 0.0 0.1
C 0.0 0.0 0.1
C 0.0 0.0 0.0
C 0.0 0.0 -0.1
C -0.1 0.0 0.0
C 0.0 0.0 -0.1
C -0.1 -0.1 -0.1
N 0.0 0.2 0.1
C 0.1 0.0 0.0
C -0.1 0.0 0.0
C 0.0 0.0 0.0
N 0.2 -0.1 -0.1
C -0.1 0.1 0.1
C 0.0 0.0 0.1
N 0.0 -0.2 -0.1
C 0.1 0.0 0.0
C -0.1 0.0 0.0
C 0.0 0.0 0.0
N 0.3 0.1 0.1
H 0.0 0.0 0.0
H 0.0 0.0 0.0
H 0.0 0.0 0.0
H 0.0 0.0 0.0
H 0.0 0.0 0.0
H 0.0 0.0 0.0
H 0.0 0.0 0.0
H 0.0 0.0 0.0
H 0.0 0.0 0.0
H 0.0 0.0 0.0
H 0.0 0.0 0.0
H 0.0 0.0 0.0
H 0.0 0.0 0.0
H 0.0 0.0 0.0
H 0.0 0.0 0.0
H 0.0 0.0 0.0
H 0.0 0.0 0.0
H 0.0 0.0 0.0
C 0.1 0.0 0.0
N 0.0 0.0 0.0
C 0.0 0.0 0.0
C -0.1 0.0 0.0
N 0.0 0.1 -0.1
N 0.0 0.0 0.0
C -0.1 0.0 -0.1
N 0.1 0.1 0.0
N -0.1 -0.1 0.1
H 0.0 0.0 0.0
H 0.0 0.0 0.0
H 0.0 0.0 0.0
H 0.0 0.0 0.0
H 0.0 0.0 0.0
H 0.0 0.0 0.0
H 0.0 0.0 0.0
H -0.1 0.0 0.0
H 0.0 0.0 0.0
H 0.0 0.0 0.0
H 0.0 0.0 0.0

---

Here is a molecular structure, C24H29N2O3S3V from the OMol25 dataset. Energies are from ωB97M-V/def2-TZVPD.

Properties
charge	+1
spin multiplicity	4
gap between HOMO and LUMO (spin up / spin down)	7.0 / 8.0	eV
ΔE to the lowest compared entry with this formula, charge and spin	65.4	kJ/mol
lowest unoccupied orbital energy (spin up / spin down)	-3.02 / -3.86	eV
expectation value of S²	3.77

Last column: Mulliken charge in e.
Geometry (Å):
V -1.0897 2.9379 -0.8456  0.938
S 0.8924 1.8601 -1.3102  -0.020
C 1.3968 1.2619 0.2447  0.644
N 2.6671 0.8345 0.3976  0.182
C 3.1101 0.4788 1.7352  -0.918
C 2.0202 -0.3055 2.4264  -0.654
N 0.8075 0.4951 2.4497  0.115
C -0.1859 0.2051 3.4865  -2.151
C -1.1830 -0.8673 3.0948  0.989
C -2.5273 -0.5504 2.9293  -0.221
C -3.4479 -1.5303 2.5832  -0.728
C -3.0311 -2.8380 2.3848  -0.401
C -1.6924 -3.1660 2.5543  -0.930
C -0.7779 -2.1881 2.9155  -0.184
C 0.4936 1.2108 1.3399  0.106
S -1.0510 1.9910 1.2730  -0.019
C 3.6010 0.6276 -0.7146  -2.182
C 3.5145 -0.7858 -1.2459  1.001
C 2.6971 -1.0834 -2.3326  -0.132
C 2.5770 -2.3895 -2.7844  -0.700
C 3.2694 -3.4128 -2.1530  -0.537
C 4.1001 -3.1221 -1.0811  -0.781
C 4.2259 -1.8145 -0.6357  -0.273
H 3.3510 1.3849 2.2998  0.348
H 4.0079 -0.1283 1.6554  0.374
H 2.3053 -0.5308 3.4533  0.502
H 1.8544 -1.2484 1.8928  0.333
H -0.7078 1.1286 3.7317  0.685
H 0.3718 -0.1013 4.3721  0.577
H -2.8565 0.4695 3.0871  0.478
H -4.4948 -1.2734 2.4824  0.443
H -3.7486 -3.6044 2.1225  0.434
H -1.3646 -4.1897 2.4286  0.433
H 0.2546 -2.4681 3.0861  0.462
H 4.6005 0.8390 -0.3343  0.551
H 3.3854 1.3541 -1.4940  0.799
H 2.1687 -0.2836 -2.8363  0.485
H 1.9561 -2.6079 -3.6442  0.497
H 3.1807 -4.4302 -2.5098  0.413
H 4.6657 -3.9110 -0.6032  0.417
H 4.9080 -1.5944 0.1780  0.378
C -2.8449 5.9936 -1.7362  -0.848
C -1.3621 5.9058 -1.4816  0.544
O -0.5753 6.7936 -1.6135  -0.499
O -0.9609 4.6788 -1.0958  -0.884
H -3.1304 7.0307 -1.8849  0.286
H -3.4017 5.5664 -0.9027  0.275
H -3.0869 5.4234 -2.6350  0.254
O -2.6523 1.9443 -1.4773  -0.524
S -3.1830 0.6438 -2.1026  0.155
C -3.0422 -0.5887 -0.7777  -0.638
C -1.6460 -1.1871 -0.8844  0.795
C -1.4025 -1.3891 -2.3751  -0.524
C -1.8209 -0.0900 -3.0661  -0.402
H -3.8239 -1.3307 -0.9522  0.513
H -3.2506 -0.0578 0.1503  0.208
H -1.5844 -2.1172 -0.3176  0.344
H -0.9176 -0.4930 -0.4695  -0.766
H -2.0052 -2.2222 -2.7424  0.399
H -0.3579 -1.6095 -2.5980  0.014
H -2.1478 -0.2059 -4.0973  0.531
H -1.0281 0.6574 -3.0200  0.015

Forces on the atoms, in the same order (eV/Å):
V 0.0 -0.7 0.3
S 0.0 -0.1 0.0
C 0.1 0.0 -0.1
N -0.1 0.1 0.0
C 0.0 0.0 0.1
C 0.1 0.0 0.0
N 0.0 0.1 -0.1
C -0.1 0.0 0.0
C 0.0 0.0 0.0
C 0.0 0.0 0.1
C 0.0 0.0 0.0
C 0.0 0.0 0.0
C 0.0 0.0 0.0
C 0.0 0.0 0.0
C -0.1 -0.1 0.1
S 0.1 0.1 0.0
C 0.0 -0.1 0.0
C 0.0 0.0 0.0
C 0.0 0.0 0.0
C 0.0 0.0 0.0
C 0.0 0.0 0.0
C 0.0 0.0 0.0
C 0.0 0.0 0.0
H 0.0 0.0 0.0
H 0.0 0.0 0.0
H 0.0 0.0 0.0
H 0.0 0.0 0.0
H 0.0 0.0 0.0
H 0.0 0.0 0.0
H 0.0 0.0 0.0
H 0.0 0.0 0.0
H 0.0 0.0 0.0
H 0.0 0.0 0.0
H 0.0 0.0 0.0
H 0.0 0.0 0.0
H 0.0 0.0 0.0
H 0.0 0.0 0.0
H 0.0 0.0 0.0
H 0.0 0.0 0.0
H 0.0 0.0 0.0
H 0.0 0.0 0.0
C 0.1 0.1 0.0
C 0.0 0.5 -0.1
O -0.1 0.0 0.0
O -0.1 0.0 0.0
H 0.0 0.0 0.0
H 0.0 0.0 0.0
H 0.0 0.0 0.0
O 0.2 0.3 -0.3
S -0.1 -0.3 0.1
C 0.1 0.1 0.0
C -0.1 -0.1 0.0
C 0.0 0.0 0.0
C 0.0 0.1 0.1
H 0.0 0.0 -0.1
H 0.0 0.0 0.0
H 0.0 0.0 0.0
H 0.1 0.1 0.0
H 0.0 0.0 0.0
H 0.0 0.0 0.0
H 0.0 0.0 0.0
H 0.0 0.0 0.0

---

Here is C24H29N3O2 in the gas phase from the OMol25 dataset. Energies are from ωB97M-V/def2-TZVPD.

Properties
charge	0
gap between HOMO and LUMO	8.8	eV
ΔE to the lowest compared entry with this formula, charge and spin	182.4	kJ/mol
lowest unoccupied orbital energy	0.39	eV
SMILES	CC(=O)c1ccc(NC(=O)[C@@H](C)N2CCN(C/C=C/c3ccccc3)CC2)cc1

Last column: Mulliken charge in e.
Geometry (Å):
C -3.5529 -5.5948 -0.2296  -1.414
C -3.4813 -4.1074 0.0214  1.103
O -4.4847 -3.4414 0.1637  -0.615
C -2.1335 -3.4970 0.0864  0.062
C -2.0532 -2.1105 0.2448  -1.140
C -0.8356 -1.4757 0.3173  0.082
C 0.3477 -2.2140 0.2336  0.723
N 1.5492 -1.5229 0.3188  -0.106
C 2.8162 -1.9406 0.0543  0.139
O 3.1375 -3.0709 -0.2326  -0.683
C 3.8444 -0.8006 0.1994  0.167
C 5.0218 -1.0453 -0.7497  -1.535
N 3.1837 0.4868 0.0802  0.497
C 2.7160 0.8479 -1.2476  -0.840
C 1.5507 1.8432 -1.0660  -0.875
N 1.7010 2.6699 0.1264  0.063
C 0.9892 2.2045 1.3043  -0.344
C -0.5004 2.1780 1.1497  -1.150
C -1.1911 2.8299 0.2180  0.086
C -2.6373 2.7971 0.0471  0.700
C -3.4441 1.8112 0.6174  -0.191
C -4.8109 1.8131 0.4174  -0.702
C -5.4034 2.8006 -0.3528  -0.417
C -4.6159 3.7837 -0.9290  -0.555
C -3.2479 3.7772 -0.7371  -0.505
C 3.1047 2.9061 0.3827  -1.044
C 3.8821 1.6049 0.6927  -0.791
C 0.2795 -3.5970 0.0722  -0.855
C -0.9469 -4.2254 -0.0009  -0.657
H -4.5954 -5.8975 -0.2870  0.362
H -3.0684 -6.1336 0.5818  0.359
H -3.0522 -5.8434 -1.1625  0.377
H -2.9737 -1.5488 0.3020  0.633
H -0.7884 -0.4016 0.4304  0.298
H 1.4795 -0.5248 0.5017  -0.089
H 4.2141 -0.8693 1.2327  0.349
H 5.8173 -0.3259 -0.5707  0.393
H 4.7005 -0.9711 -1.7857  0.334
H 5.4055 -2.0473 -0.5829  0.436
H 3.5182 1.3024 -1.8494  0.525
H 2.3674 -0.0437 -1.7714  0.371
H 0.6023 1.3086 -1.0042  0.441
H 1.5043 2.5073 -1.9367  0.285
H 1.3235 1.2061 1.6392  0.273
H 1.2331 2.9022 2.1159  0.440
H -1.0069 1.5899 1.9041  0.625
H -0.6510 3.4558 -0.4798  0.280
H -2.9997 1.0272 1.2118  0.128
H -5.4179 1.0368 0.8596  0.398
H -6.4721 2.8001 -0.5076  0.375
H -5.0705 4.5547 -1.5343  0.381
H -2.6369 4.5447 -1.1913  0.397
H 3.2057 3.6078 1.2129  0.469
H 3.5171 3.3826 -0.5105  0.401
H 4.9176 1.7059 0.3295  0.280
H 3.9187 1.4265 1.7719  0.411
H 1.1920 -4.1653 0.0004  0.515
H -0.9685 -5.2968 -0.1226  0.348

Forces on the atoms, in the same order (eV/Å):
C -0.3 0.1 0.0
C -0.1 -0.3 0.0
O 0.0 0.0 0.0
C 0.3 0.4 0.1
C 0.0 -0.2 0.0
C 0.1 -0.1 0.0
C -0.3 -0.4 -0.1
N -0.2 0.4 0.1
C 0.0 0.4 0.2
O 0.1 -0.3 -0.1
C 0.2 -0.1 -0.1
C -0.2 0.0 0.2
N 0.1 0.0 0.0
C -0.1 0.2 0.0
C 0.1 0.0 -0.3
N -0.1 0.0 0.2
C 0.0 0.0 0.0
C 0.0 0.2 0.0
C 0.4 -0.1 0.3
C -0.5 0.0 -0.1
C 0.1 0.1 0.0
C -0.1 0.0 0.1
C -0.1 0.1 0.0
C -0.1 0.0 0.0
C 0.1 -0.1 0.1
C 0.1 0.0 0.0
C -0.1 0.0 0.2
C 0.3 0.0 0.0
C -0.4 0.2 0.0
H 0.0 0.0 0.0
H 0.1 -0.1 0.0
H 0.1 -0.1 -0.1
H -0.1 0.0 0.0
H 0.0 0.2 0.0
H 0.2 -0.2 0.0
H -0.1 0.0 -0.1
H 0.1 0.1 0.0
H 0.0 0.0 -0.1
H 0.1 0.0 0.0
H 0.0 -0.1 0.0
H 0.0 0.0 -0.1
H 0.0 0.0 -0.1
H -0.1 -0.1 -0.1
H 0.0 0.1 0.0
H 0.0 -0.1 0.0
H -0.2 -0.1 0.0
H 0.1 0.0 -0.1
H 0.1 -0.1 0.1
H 0.0 -0.1 0.0
H -0.1 0.0 0.0
H 0.0 0.1 0.0
H 0.1 0.1 0.0
H 0.1 0.0 -0.1
H 0.1 0.0 0.1
H 0.0 0.0 0.0
H 0.1 0.0 0.0
H 0.0 0.0 0.0
H 0.0 -0.1 0.0

---

Calculated M, 560.5, 540.7, 391.5 g mol⁻¹ (same order as the records).
Calculated E, -43253.7866, -92671.3687, -33924.0369 eV (same order as the records).